No. 1
C4H6O2 in the gas phase at a distorted geometry, computed with wB97M-V/def2-TZVPD.

XYZ file:
```
12
Properties=species:S:1:pos:R:3:forces:R:3
C 1.87443 0.59415 0.00219 -1.87 -0.24 -0.81
O 2.09795 -0.30742 1.00439 -2.54 -1.00 0.16
C 0.71211 -0.43617 0.11983 1.80 0.13 1.10
C -0.86943 -0.54512 0.39919 0.90 0.19 -0.05
C -1.86741 0.36024 -0.21047 0.15 0.31 0.07
O -1.37947 -0.76077 -0.92161 0.09 -0.08 0.00
H 1.73324 1.62215 0.36285 -0.30 -0.21 -0.28
H 2.51269 0.54437 -0.89181 -0.19 -0.12 0.26
H 0.83327 -1.40437 -0.35994 0.69 0.49 -0.47
H -1.26971 -1.29473 1.10744 0.83 0.49 -0.18
H -1.51850 1.33395 -0.54176 -0.03 -0.06 -0.17
H -2.94260 0.29104 -0.00695 0.47 0.09 0.38
```
Positions in Å, forces in eV/Å.

The orbital gap is 11.2 eV. The value obtained for the maximum force is 2.736 eV/A. As for the structure (SMILES): C1O[C@H]1[C@H]1CO1. As for the HOMO energy: -10.23 eV. As for the energy relative to the best compared isomer or geometry (same formula, charge and spin): 441.1 kJ/mol. For the calculated total energy, the calculation gives -8335.890 eV. Its multiplicity is 1.

***

No. 2
C4H6O2 in the gas phase at a distorted geometry, computed with wB97M-V/def2-TZVPD.

XYZ file:
```
12
Properties=species:S:1:pos:R:3:forces:R:3
C -1.43994 -0.41262 -0.52847 -1.13 0.44 -1.00
C -0.35077 -0.45483 0.46366 -0.33 -1.51 1.13
O -0.05225 -1.46178 1.10961 -0.57 0.73 -0.53
C 0.49588 0.69043 0.76559 -0.65 0.38 -0.41
C 1.53703 0.52947 -0.34911 0.98 -3.48 2.21
O 0.83651 1.72890 -0.11713 0.84 -0.36 0.55
H -1.22564 0.23352 -1.38801 0.16 0.03 0.24
H -1.77538 -1.37790 -0.92587 0.42 0.06 0.43
H -2.30796 0.05259 -0.03624 0.18 -0.11 -0.04
H 0.85605 0.77702 1.80012 -0.05 -0.05 -0.58
H 1.29383 -0.03158 -1.26572 -0.22 0.52 0.44
H 2.13264 -0.27324 0.47157 0.38 3.36 -2.43
```
Positions in Å, forces in eV/Å.

The orbital gap is 10.6 eV. The value obtained for the maximum force is 4.238 eV/A. As for the structure (SMILES): CC(=O)[C@H]1CO1. As for the HOMO energy: -9.68 eV. As for the energy relative to the best compared isomer or geometry (same formula, charge and spin): 419.9 kJ/mol. For the calculated total energy, the calculation gives -8336.109 eV. Its multiplicity is 1.

***

- orbital gap of number 2 (C4H6O2)?
  10.6 eV

***

- maximum force of number 1 (C4H6O2)?
  2.736 eV/A

***

- Among the records above, which one has the lowest calculated total energy?
  number 2

***

- Which of these has the lowest energy relative to the best compared isomer or geometry (same formula, charge and spin)?
  number 2